DFT (the ωB97M-V functional and the def2-TZVPD basis) results for C12H17Cl2IrN3O2 as an isolated structure in a non-equilibrium geometry.

Element x y z (Å)
1 C -0.77 0.85 -1.46
2 C -1.58 -0.28 -1.37
3 C -0.80 -1.36 -0.90
4 C -3.03 -0.32 -1.70
5 C 0.56 -0.93 -0.65
6 C 0.62 0.48 -1.12
7 C 1.78 1.07 -1.82
8 C -1.18 2.19 -1.90
9 C -1.30 -2.74 -0.71
10 C 1.71 -1.86 -0.76
11 Ir 0.61 0.57 0.90
12 Cl -1.78 0.40 1.69
13 Cl -0.08 2.68 1.80
14 O 2.72 0.45 1.11
15 H -3.49 0.65 -1.47
16 H -3.56 -1.09 -1.13
17 H -3.21 -0.52 -2.76
18 H -2.20 -2.75 -0.07
19 H -0.54 -3.37 -0.24
20 H -1.58 -3.22 -1.67
21 H 1.48 -2.81 -0.27
22 H 2.58 -1.40 -0.27
23 H 1.97 -2.08 -1.81
24 H 2.68 0.45 -1.67
25 H 1.94 2.06 -1.38
26 H 1.59 1.16 -2.90
27 H -2.14 2.47 -1.44
28 H -1.32 2.23 -2.99
29 H -0.43 2.93 -1.62
30 H 2.88 0.30 2.05
31 O 1.45 2.46 0.38
32 H 2.20 1.93 0.83
33 N 0.79 0.21 2.76
34 C 0.62 0.13 3.93
35 N 0.66 0.27 5.17
36 C 0.23 -0.37 6.22
37 N -0.08 -0.85 7.25

Results
HOMO energy (alpha / beta) = 0.9 / -1.2 eV
Expectation value of S² = 8.7965
Net charge = -2
DFT total energy = -49163.147 eV
Spin multiplicity = 6

Charge distribution, Löwdin scheme, values in e: number 1, C, carries -0.282; number 2, C, carries -0.304; number 3, C, carries -0.279; number 4, C, carries -0.069; number 5, C, carries -0.415; number 6, C, carries -0.507; number 7, C, carries -0.083; number 8, C, carries -0.063; number 9, C, carries -0.069; number 10, C, carries -0.096; number 11, Ir, carries 1.217; number 12, Cl, carries -0.186; number 13, Cl, carries 0.182; number 14, O, carries -0.445; number 15, H, carries 0.061; number 16, H, carries 0.061; number 17, H, carries 0.065; number 18, H, carries 0.074; number 19, H, carries 0.059; number 20, H, carries 0.074; number 21, H, carries 0.059; number 22, H, carries 0.047; number 23, H, carries 0.076; number 24, H, carries 0.072; number 25, H, carries 0.054; number 26, H, carries 0.076; number 27, H, carries 0.076; number 28, H, carries 0.073; number 29, H, carries 0.072; number 30, H, carries -0.049; number 31, O, carries -0.601; number 32, H, carries -0.041; number 33, N, carries -0.222; number 34, C, carries -0.341; number 35, N, carries 0.073; number 36, C, carries -0.440; number 37, N, carries 0.020